Density functional theory data (ωB97M-V with the def2-TZVPD basis set) for an isolated molecule of C26H24N2O4.

Results
gap between HOMO and LUMO: 8.46 eV
largest force on an atom: 0.65 eV Å⁻¹

Geometry as XYZ:
```
56
C26H24N2O4 (ωB97M-V with the def2-TZVPD basis set)
O -1.356 4.820 -2.185
C -0.711 3.878 -1.791
C -1.046 3.094 -0.515
O -1.249 1.759 -0.942
C -1.469 0.788 -0.003
C -1.761 -0.488 -0.535
C -1.941 -1.556 0.290
C -1.839 -1.416 1.691
C -1.990 -2.506 2.569
C -1.885 -2.333 3.921
C -1.627 -1.060 4.451
C -1.478 0.017 3.623
C -1.575 -0.130 2.225
C -1.403 0.966 1.353
N 0.385 3.381 -2.408
C 0.631 3.584 -3.818
C -0.117 2.509 -4.640
N 0.009 1.223 -3.991
C 1.079 0.421 -4.185
O 1.803 0.460 -5.151
C 1.273 -0.556 -3.019
O 1.435 0.261 -1.873
C 1.519 -0.329 -0.642
C 1.778 0.565 0.422
C 1.822 0.117 1.706
C 1.611 -1.245 2.007
C 1.620 -1.735 3.327
C 1.412 -3.062 3.581
C 1.188 -3.955 2.524
C 1.175 -3.509 1.232
C 1.382 -2.147 0.938
C 1.349 -1.663 -0.387
H -0.212 3.161 0.195
H -1.953 3.504 -0.057
H -1.842 -0.585 -1.607
H -2.161 -2.531 -0.120
H -2.187 -3.484 2.153
H -1.999 -3.173 4.589
H -1.548 -0.939 5.521
H -1.278 0.998 4.030
H -1.206 1.934 1.787
H 0.798 2.542 -2.020
H 0.278 4.580 -4.088
H 1.706 3.509 -3.995
H 0.311 2.432 -5.640
H -1.177 2.761 -4.706
H -0.479 1.143 -3.107
H 0.391 -1.203 -2.922
H 2.162 -1.171 -3.193
H 1.943 1.605 0.182
H 2.018 0.804 2.517
H 1.792 -1.040 4.136
H 1.418 -3.431 4.595
H 1.025 -5.001 2.740
H 1.002 -4.197 0.416
H 1.175 -2.372 -1.182
```


Density functional theory data (ωB97M-V with the def2-TZVPD basis set) for an isolated molecule of C26H24N2S in a non-equilibrium geometry.

Results
gap between HOMO and LUMO: 7.85 eV
largest force on an atom: 2.14 eV Å⁻¹

Geometry as XYZ:
```
53
C26H24N2S (ωB97M-V with the def2-TZVPD basis set)
C -2.798 -0.029 3.466
C -1.383 -0.049 2.928
C -0.696 -1.248 2.716
C 0.656 -1.263 2.404
C 1.363 -0.055 2.194
S 3.053 -0.088 1.829
C 3.359 0.111 -0.245
C 4.043 -1.101 -0.752
C 3.701 -2.342 -0.264
N 4.445 -3.321 -0.869
C 4.245 -4.727 -0.602
C 5.339 -2.732 -1.765
C 6.243 -3.359 -2.607
C 6.945 -2.553 -3.525
C 6.717 -1.172 -3.548
C 5.809 -0.545 -2.672
C 5.104 -1.313 -1.746
C 3.951 1.403 -0.601
C 5.300 1.725 -0.611
N 5.479 3.010 -1.058
C 6.774 3.625 -1.288
C 4.232 3.576 -1.326
C 3.946 4.791 -1.938
C 2.607 5.030 -2.292
C 1.615 4.083 -2.004
C 1.911 2.864 -1.357
C 3.237 2.591 -1.034
C 0.659 1.163 2.367
C -0.696 1.150 2.687
H -3.135 0.998 3.628
H -3.504 -0.505 2.774
H -2.888 -0.564 4.422
H -1.239 -2.188 2.836
H 1.208 -2.194 2.326
H 2.278 0.102 -0.457
H 2.957 -2.612 0.477
H 4.968 -5.326 -1.163
H 4.360 -4.924 0.476
H 3.217 -5.026 -0.867
H 6.396 -4.436 -2.547
H 7.649 -3.000 -4.222
H 7.264 -0.556 -4.263
H 5.649 0.529 -2.714
H 6.156 1.113 -0.344
H 6.626 4.650 -1.654
H 7.350 3.649 -0.351
H 7.348 3.050 -2.032
H 4.747 5.510 -2.141
H 2.341 5.949 -2.816
H 0.583 4.298 -2.283
H 1.134 2.145 -1.097
H 1.202 2.100 2.262
H -1.250 2.084 2.803
```


Density functional theory data (ωB97M-V with the def2-TZVPD basis set) for a structure of composition C26H24N3O2PtS2.

Results
charge: +1
gap between HOMO and LUMO: 6.59 eV
largest force on an atom: 0.50 eV Å⁻¹

Geometry as XYZ:
```
58
C26H24N3O2PtS2 (ωB97M-V with the def2-TZVPD basis set)
Pt 0.126 -0.649 0.791
C 0.171 -2.466 -1.731
N -0.235 -2.421 -0.268
C -1.701 -2.581 -0.222
C -2.266 -1.426 -1.037
N -1.649 -0.079 -0.638
C -1.280 0.703 -1.848
C -2.754 0.635 0.063
C -3.793 1.210 -0.665
C -4.858 1.804 -0.013
C -4.901 1.806 1.381
C -3.890 1.200 2.099
C -2.808 0.603 1.446
S -1.599 -0.237 2.388
C 0.681 -3.385 0.342
C 0.329 -4.654 0.731
C 1.333 -5.507 1.190
C 2.647 -5.071 1.227
C 2.982 -3.774 0.838
C 1.996 -2.913 0.398
S 2.326 -1.198 -0.037
H -0.204 -3.417 -2.112
H 1.245 -2.426 -1.819
H -0.239 -1.648 -2.301
H -2.027 -2.542 0.817
H -2.011 -3.529 -0.671
H -3.341 -1.372 -0.886
H -2.106 -1.579 -2.099
H -2.085 0.719 -2.581
H -0.399 0.270 -2.316
H -1.073 1.725 -1.552
H -3.799 1.196 -1.745
H -5.654 2.255 -0.589
H -5.729 2.266 1.901
H -3.926 1.170 3.181
H -0.700 -4.986 0.695
H 1.080 -6.506 1.518
H 3.424 -5.733 1.583
H 4.007 -3.433 0.910
O 1.886 -1.172 4.346
C 1.432 -0.760 3.318
O 0.867 -1.546 2.408
C 1.470 0.688 2.917
C 2.002 1.645 3.783
C 2.047 2.944 3.366
C 1.651 3.268 2.052
C 1.762 4.578 1.525
C 1.458 4.833 0.222
C 1.055 3.778 -0.628
C 0.915 2.510 -0.144
C 1.169 2.238 1.213
N 1.015 0.973 1.709
H 2.341 1.314 4.754
H 2.419 3.726 4.016
H 2.115 5.368 2.177
H 1.555 5.833 -0.176
H 0.878 3.976 -1.677
H 0.679 1.683 -0.794
```


Density functional theory data (ωB97M-V with the def2-TZVPD basis set) for a structure of composition C26H24N5O6PtSSe in a non-equilibrium geometry.

Results
charge: -1
gap between HOMO and LUMO: 5.81 eV
largest force on an atom: 2.98 eV Å⁻¹

Geometry as XYZ:
```
64
C26H24N5O6PtSSe (ωB97M-V with the def2-TZVPD basis set)
Pt 0.504 0.580 -1.071
N -1.902 0.370 5.580
C -1.339 1.196 4.611
C -2.092 1.598 3.504
C -1.521 2.388 2.525
C -0.196 2.781 2.638
C 0.563 2.383 3.723
C -0.005 1.595 4.708
S 0.465 3.896 1.423
O -0.597 4.831 1.143
O 1.712 4.399 1.945
N 0.706 2.818 0.206
C 1.171 3.279 -0.944
N 1.387 2.311 -1.913
C 1.850 2.686 -3.095
C 2.132 4.001 -3.391
C 1.893 4.923 -2.369
N 1.434 4.589 -1.189
H -2.905 0.358 5.625
H -1.449 0.365 6.477
H -3.129 1.290 3.433
H -2.092 2.732 1.672
H 1.593 2.710 3.786
H 0.579 1.281 5.567
H 1.997 1.901 -3.827
H 2.516 4.292 -4.357
H 2.079 5.984 -2.517
C 4.864 -5.650 -0.592
C 4.101 -4.355 -0.520
C 4.576 -3.201 -1.129
C 3.940 -1.975 -0.973
C 4.453 -0.760 -1.694
C 2.798 -1.897 -0.162
Se 2.145 -0.164 0.413
C 2.233 -3.071 0.354
C 0.913 -3.060 1.082
C 2.902 -4.277 0.177
H 5.751 -5.549 -1.216
H 4.248 -6.459 -0.993
H 5.186 -5.951 0.407
H 5.474 -3.256 -1.738
H 5.297 -1.015 -2.337
H 4.758 0.017 -0.994
H 3.655 -0.336 -2.307
H 0.288 -2.244 0.729
H 1.059 -2.932 2.157
H 0.387 -4.002 0.917
H 2.474 -5.181 0.602
O -1.486 1.034 -2.100
C -1.972 0.056 -1.486
O -1.258 -0.750 -0.825
C -3.448 -0.183 -1.539
C -4.243 -0.038 -0.408
C -5.606 -0.239 -0.490
C -6.175 -0.604 -1.705
C -5.388 -0.761 -2.841
C -4.029 -0.543 -2.753
N -7.602 -0.818 -1.789
O -8.074 -1.152 -2.860
O -8.273 -0.653 -0.787
H -3.788 0.240 0.534
H -6.247 -0.121 0.371
H -5.860 -1.045 -3.770
H -3.401 -0.644 -3.628
```


Density functional theory data (ωB97M-V with the def2-TZVPD basis set) for a structure of composition C26H25BrCl2KN4O2S2.

Results
charge: -1
gap between HOMO and LUMO: 6.61 eV
largest force on an atom: 0.36 eV Å⁻¹

Geometry as XYZ:
```
63
C26H25BrCl2KN4O2S2 (ωB97M-V with the def2-TZVPD basis set)
K 0.806 0.713 -0.727
O 1.672 4.092 2.146
C 2.888 4.146 2.591
C 3.453 5.313 3.160
C 4.757 5.337 3.611
C 5.576 4.214 3.518
C 5.049 3.058 2.960
C 3.741 3.008 2.509
C 3.156 1.744 1.935
O 2.380 1.988 0.781
N 2.361 1.107 2.975
N 1.744 -0.024 2.652
C 0.790 -0.440 3.396
C 0.114 -1.700 3.142
Br 0.418 -2.481 1.438
C -0.741 -2.313 3.967
C -1.059 -1.885 5.339
C -0.074 -1.483 6.241
C -0.410 -1.099 7.530
C -1.733 -1.121 7.944
C -2.719 -1.539 7.062
C -2.384 -1.922 5.775
H 1.930 2.852 0.994
H 2.824 6.194 3.221
H 5.152 6.253 4.037
H 6.600 4.243 3.867
H 5.666 2.169 2.872
H 3.940 1.039 1.650
H 1.873 1.755 3.591
H 0.448 0.133 4.261
H -1.269 -3.186 3.602
H 0.963 -1.490 5.933
H 0.369 -0.787 8.214
H -1.993 -0.821 8.950
H -3.754 -1.566 7.377
H -3.156 -2.245 5.087
Cl -1.908 -1.588 -0.963
C -2.595 -1.561 -2.572
C -3.458 -2.599 -2.874
C -4.052 -2.658 -4.123
C -3.764 -1.664 -5.046
C -2.895 -0.641 -4.716
Cl -2.604 0.562 -5.941
C -2.253 -0.526 -3.464
S -1.161 0.764 -3.098
H -3.656 -3.352 -2.124
H -4.728 -3.464 -4.374
H -4.208 -1.673 -6.031
S 0.690 3.876 -1.572
C -0.679 3.798 -0.577
N -0.639 4.214 0.694
C -1.673 3.921 1.671
C -2.493 2.720 1.225
C -2.966 2.954 -0.201
N -1.829 3.277 -1.041
H 0.287 4.396 1.074
H -2.329 4.790 1.807
H -1.165 3.731 2.617
H -3.343 2.569 1.891
H -1.873 1.819 1.260
H -3.702 3.766 -0.219
H -3.439 2.063 -0.618
H -1.777 2.841 -1.960
```


Density functional theory data (ωB97M-V with the def2-TZVPD basis set) for a structure of composition C26H25ClIrN4O4PS3 in a non-equilibrium geometry.

Results
spin multiplicity: 2
charge: +1
gap between HOMO and LUMO (alpha / beta): 5.04 / 4.64 eV
largest force on an atom: 3.89 eV Å⁻¹

Geometry as XYZ:
```
65
C26H25ClIrN4O4PS3 (ωB97M-V with the def2-TZVPD basis set)
Ir 0.166 0.409 0.313
C 1.023 1.087 4.181
C 0.119 0.002 3.750
N -0.230 -0.285 2.508
C -1.058 -1.371 2.559
C -1.212 -1.754 3.873
N -0.466 -0.865 4.595
C -1.923 -2.849 4.599
O -2.612 -3.701 3.888
O -1.811 -2.894 5.799
C -1.660 -1.924 1.313
O -2.431 -2.874 1.374
O -1.331 -1.316 0.243
H 1.360 1.647 3.314
H 1.888 0.668 4.695
H 0.510 1.753 4.873
H -0.421 -0.906 5.605
H -2.622 -3.514 2.903
S 4.137 0.365 -1.962
P 4.262 0.365 0.030
S 2.465 0.685 0.984
C 5.324 1.703 0.676
C 6.702 1.552 0.576
C 7.526 2.532 1.098
C 6.979 3.647 1.714
C 5.604 3.794 1.800
C 4.770 2.825 1.273
C 4.966 -1.168 0.707
C 4.860 -1.367 2.078
C 5.468 -2.466 2.651
C 6.179 -3.354 1.856
C 6.273 -3.153 0.488
C 5.659 -2.060 -0.099
H 7.120 0.673 0.105
H 8.597 2.422 1.034
H 7.630 4.404 2.125
H 5.177 4.660 2.283
H 3.697 2.934 1.343
H 4.305 -0.660 2.678
H 5.401 -2.625 3.716
H 6.655 -4.212 2.304
H 6.834 -3.848 -0.118
H 5.721 -1.896 -1.165
N -2.485 -0.377 -1.978
C -1.572 0.512 -2.328
S 0.107 0.110 -2.191
N -1.873 1.693 -2.858
C -3.174 2.262 -2.912
C -3.382 3.515 -2.343
C -4.651 4.066 -2.341
C -5.712 3.383 -2.915
C -5.492 2.161 -3.529
C -4.228 1.595 -3.527
H -2.197 -1.137 -1.353
H -3.465 -0.127 -1.987
H -1.095 2.328 -3.009
H -2.553 4.061 -1.917
H -4.813 5.036 -1.893
H -6.703 3.813 -2.899
H -6.302 1.647 -4.026
H -4.065 0.664 -4.048
Cl 0.260 3.512 -0.993
C -0.541 2.594 0.282
H -1.615 2.637 0.098
H -0.293 3.078 1.227
```


Density functional theory data (ωB97M-V with the def2-TZVPD basis set) for a structure of composition C26H25F4N4O2Re in a non-equilibrium geometry.

Results
spin multiplicity: 2
charge: +1
gap between HOMO and LUMO (alpha / beta): 4.24 / 4.34 eV
largest force on an atom: 2.58 eV Å⁻¹

Geometry as XYZ:
```
62
C26H25F4N4O2Re (ωB97M-V with the def2-TZVPD basis set)
Re -0.009 0.362 -0.299
O 1.782 -0.537 -0.180
C 2.905 -0.156 0.317
C 4.047 -0.976 0.144
C 5.277 -0.598 0.611
C 5.434 0.613 1.295
C 4.348 1.426 1.500
C 3.064 1.081 1.037
C 1.989 1.989 1.254
N 0.746 1.804 0.922
C -0.160 2.941 1.075
C -1.616 2.501 0.829
N -1.577 1.562 -0.266
C -2.276 1.647 -1.332
C -1.943 0.687 -2.410
C -3.065 0.518 -3.366
C -3.101 -0.267 -4.446
C -2.034 -1.118 -4.901
C -0.836 -1.257 -4.326
C -0.477 1.013 -3.038
O 0.320 1.551 -2.110
H 3.906 -1.907 -0.384
H 6.131 -1.239 0.449
H 6.405 0.899 1.663
H 4.471 2.361 2.028
H 2.262 2.936 1.719
H 0.105 3.684 0.314
H -0.058 3.392 2.066
H -2.261 3.363 0.628
H -1.990 1.974 1.713
H -2.987 2.445 -1.521
H -3.929 1.126 -3.143
H -3.993 -0.261 -5.052
H -2.237 -1.682 -5.798
H -0.118 -1.914 -4.793
C -0.185 -2.499 0.947
N -1.075 -1.334 0.830
C -1.543 -0.987 2.175
C -2.249 -1.667 -0.014
C -1.920 -1.757 -1.511
N -1.217 -0.551 -1.917
C -0.323 -0.568 -3.098
C 1.091 -0.975 -2.885
F 1.310 -2.097 -2.166
C 2.101 -0.364 -3.573
F 3.337 -0.875 -3.401
C 2.030 0.685 -4.503
C 0.967 1.501 -4.930
F 1.234 2.228 -6.029
C -0.258 1.674 -4.348
F -1.194 2.485 -4.852
H -0.731 -3.379 1.303
H 0.604 -2.266 1.660
H 0.283 -2.725 -0.007
H -2.063 -1.826 2.648
H -2.228 -0.143 2.130
H -0.686 -0.715 2.789
H -3.000 -0.885 0.130
H -2.688 -2.618 0.312
H -2.844 -1.914 -2.080
H -1.258 -2.604 -1.706
H 2.960 0.878 -5.020
```


Density functional theory data (ωB97M-V with the def2-TZVPD basis set) for a structure of composition C26H25F9NO2Pb in a non-equilibrium geometry.

Results
charge: -1
gap between HOMO and LUMO: 4.62 eV
largest force on an atom: 3.29 eV Å⁻¹

Geometry as XYZ:
```
64
C26H25F9NO2Pb (ωB97M-V with the def2-TZVPD basis set)
C -1.852 1.123 -1.038
C -1.005 0.601 -2.022
C -0.909 -0.809 -1.821
H -0.530 1.164 -2.826
C -1.673 -1.144 -0.682
C -2.292 0.049 -0.200
H -1.878 -2.143 -0.313
C 1.357 3.301 0.505
C 1.286 3.127 -0.908
C 1.911 1.896 -1.234
H 0.786 3.798 -1.600
C 2.444 1.333 -0.032
C 2.068 2.208 1.046
H -0.369 -1.501 -2.467
H -3.172 0.095 0.442
H -2.146 2.160 -0.934
H 2.324 2.061 2.095
H 1.936 1.428 -2.217
H 0.952 4.135 1.071
Pb -1.353 0.252 2.344
C 2.775 -0.129 0.183
C 3.754 -0.405 1.324
C 3.282 -0.829 -1.089
H 4.632 0.251 1.251
H 4.130 -1.433 1.235
H 3.312 -0.263 2.314
H 4.156 -0.326 -1.523
H 2.515 -0.920 -1.871
H 3.589 -1.854 -0.843
C 1.316 -0.654 0.488
C 1.047 -1.740 1.467
H 0.913 -0.964 -0.489
H 0.700 0.219 0.780
O 0.353 -1.457 2.502
N 1.392 -3.013 1.050
C 0.279 -3.872 0.511
H 1.976 -3.485 1.743
C 0.158 -3.959 -1.012
C -1.072 -4.411 -1.507
H -1.835 -4.687 -0.780
C -1.318 -4.479 -2.871
H -2.307 -4.769 -3.209
C -0.290 -4.191 -3.769
H -0.468 -4.305 -4.836
C 0.979 -3.857 -3.294
H 1.802 -3.707 -3.995
C 1.213 -3.737 -1.912
H 2.214 -3.500 -1.544
H -0.649 -3.427 0.923
H 0.399 -4.885 0.940
F -1.857 2.565 4.103
C -1.894 3.720 3.329
F -2.683 4.608 3.981
F -0.619 4.204 3.320
C -2.331 3.359 1.871
O -1.480 2.425 1.385
C -3.805 2.871 1.873
F -4.636 3.628 2.619
F -4.320 2.794 0.618
F -3.887 1.576 2.373
C -2.322 4.667 0.993
F -3.284 5.523 1.450
F -1.140 5.319 1.020
F -2.578 4.397 -0.311
```